Record 1
One molecule with the formula C4H7N in a non-equilibrium geometry. Source: the Open Molecules 2025 dataset; level of theory: ωB97M-V with the def2-TZVPD basis set.

## Properties
Relative energy (zero: lowest compared OMol25 entry of this formula, charge and spin) = 3.783 eV
Kohn-Sham gap = 9.46 eV
Highest occupied orbital energy = -8.58 eV
E_LUMO = 0.9 eV

Bonds (Å) are listed after each position.
Element x y z (Å)
1 H -0.55 -1.40 0.97  C6 1.190
2 C 0.38 0.40 0.08  N3 1.266, C6 1.478, C7 1.516
3 N -0.27 1.49 0.11  C2 1.266
4 C -1.86 0.27 -0.06  H5 0.996, C6 1.572, H12 1.079
5 H -2.14 0.48 -0.99  C4 0.996
6 C -0.62 -0.69 0.02  H1 1.190, C2 1.478, C4 1.572, H8 1.205
7 C 1.88 0.21 -0.01  C2 1.516, H9 1.072, H10 1.156, H11 0.985
8 H -0.66 -1.46 -0.91  C6 1.205
9 H 1.95 -0.44 -0.86  C7 1.072
10 H 2.03 -0.26 1.03  C7 1.156
11 H 2.30 1.07 -0.24  C7 0.985
12 H -2.45 0.33 0.84  C4 1.079

Record 2
One molecule with the formula C4H7N in a non-equilibrium geometry. Source: the Open Molecules 2025 dataset; level of theory: ωB97M-V with the def2-TZVPD basis set.

## Properties
Relative energy (zero: lowest compared OMol25 entry of this formula, charge and spin) = 2.840 eV
Kohn-Sham gap = 9.78 eV
SMILES = CC1=N[C@@H]1C
Highest occupied orbital energy = -8.81 eV
E_LUMO = 1.0 eV

Bonds (Å) are listed after each position.
Element x y z (Å)
1 C 0.98 -0.34 0.05  C2 1.499, N3 1.245, C11 1.473
2 C 0.80 -1.83 0.05  C1 1.499, H6 1.111, H7 1.090, H12 1.044
3 N 1.37 0.80 0.36  C1 1.245, C11 1.505
4 C -1.23 1.43 0.27  H8 1.132, H9 1.031, H10 1.156, C11 1.578
5 H 0.17 0.81 -1.47  C11 1.127
6 H -0.25 -2.11 -0.18  C2 1.111
7 H 1.20 -2.25 0.97  C2 1.090
8 H -1.19 2.54 0.03  C4 1.132
9 H -2.04 1.14 -0.30  C4 1.031
10 H -1.18 1.15 1.39  C4 1.156
11 C 0.04 0.73 -0.35  C1 1.473, N3 1.505, C4 1.578, H5 1.127
12 H 1.33 -2.09 -0.81  C2 1.044

Record 3
One molecule with the formula C4H7N in a non-equilibrium geometry. Source: the Open Molecules 2025 dataset; level of theory: ωB97M-V with the def2-TZVPD basis set.

## Properties
Relative energy (zero: lowest compared OMol25 entry of this formula, charge and spin) = 3.348 eV
Kohn-Sham gap = 8.34 eV
Highest occupied orbital energy = -7.33 eV
E_LUMO = 1.0 eV

Bonds (Å) are listed after each position.
Element x y z (Å)
1 C -1.15 0.66 -0.54  H2 1.136, C4 1.549, H8 1.050, H11 1.086
2 H -0.97 1.72 -0.92  C1 1.136
3 H 1.43 0.35 -1.16  C7 1.069
4 C -0.02 0.08 0.34  C1 1.549, C7 1.517, N9 1.245
5 C -0.34 -0.04 2.71  H6 0.997, N9 1.180
6 H -0.88 -0.64 3.30  C5 0.997
7 C 1.30 -0.29 -0.32  H3 1.069, C4 1.517, H10 1.219, H12 1.165
8 H -1.19 0.10 -1.43  C1 1.050
9 N -0.16 -0.17 1.55  C4 1.245, C5 1.180
10 H 2.31 -0.14 0.34  C7 1.219
11 H -2.12 0.80 -0.08  C1 1.086
12 H 1.45 -1.43 -0.52  C7 1.165

Record 4
A 2-piece molecular cluster, C4H7N overall in a non-equilibrium geometry. Source: the Open Molecules 2025 dataset; level of theory: ωB97M-V with the def2-TZVPD basis set.

## Properties
Relative energy (zero: lowest compared OMol25 entry of this formula, charge and spin) = 2.294 eV
Kohn-Sham gap = 10.80 eV
SMILES = C=CC.C#N
Highest occupied orbital energy = -9.82 eV
E_LUMO = 1.0 eV

Bonds (Å) are listed after each position.
Element x y z (Å)
1 H 0.05 0.03 1.28  C5 1.099
2 H 2.49 1.08 -0.89  C10 1.167
3 N -4.23 -0.35 -0.51  C7 1.131
4 H -1.25 -0.06 0.36  C5 1.005
5 C -0.26 -0.16 0.24  H1 1.099, H4 1.005, C12 1.323
6 H 2.44 0.17 0.70  C10 1.139
7 C -3.75 -0.47 0.50  N3 1.131, H11 1.088
8 H 2.76 -0.80 -0.72  C10 1.124
9 H 0.47 -0.43 -1.72  C12 1.095
10 C 2.14 0.08 -0.39  H2 1.167, H6 1.139, H8 1.124, C12 1.504
11 H -3.29 -0.55 1.49  C7 1.088
12 C 0.69 -0.14 -0.68  C5 1.323, H9 1.095, C10 1.504

Record 5
A 2-piece molecular cluster, C4H7N overall in a non-equilibrium geometry. Source: the Open Molecules 2025 dataset; level of theory: ωB97M-V with the def2-TZVPD basis set.

## Properties
Spin multiplicity = 3
Relative energy (zero: lowest compared OMol25 entry of this formula, charge and spin) = 3.392 eV
Kohn-Sham gap (alpha / beta) = 7.71 / 7.93 eV
Highest occupied orbital energy (alpha / beta) = -6.61 / -7.99 eV
E_LUMO (alpha / beta) = 1.1 / -0.1 eV

Bonds (Å) are listed after each position.
Element x y z (Å)
1 H 2.15 -0.65 -1.00  C10 1.092
2 H -1.39 -1.64 0.81  C9 1.076
3 H -1.40 -1.57 -1.04  C9 1.076
4 N -1.65 0.18 -0.04  C9 1.273, C11 1.191
5 H -2.19 2.17 0.07  C11 1.063
6 C 1.42 1.17 -0.19  H8 1.108, C10 1.454
7 H 2.21 -0.63 0.80  C10 1.098
8 H 1.39 1.61 0.83  C6 1.108
9 C -1.37 -1.06 -0.09  H2 1.076, H3 1.076, N4 1.273
10 C 1.68 -0.26 -0.09  H1 1.092, C6 1.454, H7 1.098, H12 1.114
11 C -1.50 1.36 0.02  N4 1.191, H5 1.063
12 H 0.65 -0.68 -0.07  C10 1.114

Record 6
An isolated ion of composition C4H7N and charge +1. Source: the Open Molecules 2025 dataset; level of theory: ωB97M-V with the def2-TZVPD basis set.

## Properties
Spin multiplicity = 2
Relative energy (zero: lowest compared OMol25 entry of this formula, charge and spin) = 0.400 eV
Kohn-Sham gap (alpha / beta) = 10.68 / 8.05 eV
Highest occupied orbital energy (alpha / beta) = -14.99 / -15.31 eV
E_LUMO (alpha / beta) = -4.3 / -7.3 eV
Net charge = +1

Bonds (Å) are listed after each position.
Element x y z (Å)
1 H 1.32 1.99 1.75  C4 1.084
2 H 0.24 -1.65 -1.88  C10 1.079
3 N -1.58 -0.63 -0.31  H8 1.012, C9 1.308, H12 1.012
4 C 1.01 1.43 0.88  H1 1.084, C5 1.322, H11 1.089
5 C 0.15 0.43 0.94  C4 1.322, H6 1.085, C9 1.469
6 H -0.35 0.13 1.85  C5 1.085
7 H 1.62 -0.65 -1.21  C10 1.078
8 H -2.20 -0.36 0.44  N3 1.012
9 C -0.30 -0.35 -0.22  N3 1.308, C5 1.469, C10 1.403
10 C 0.58 -0.91 -1.16  H2 1.079, H7 1.078, C9 1.403
11 H 1.43 1.82 -0.05  C4 1.089
12 H -1.92 -1.26 -1.02  N3 1.012

Record 7
An isolated ion of composition C4H7N and charge +1 in a non-equilibrium geometry. Source: the Open Molecules 2025 dataset; level of theory: ωB97M-V with the def2-TZVPD basis set.

## Properties
Spin multiplicity = 2
Relative energy (zero: lowest compared OMol25 entry of this formula, charge and spin) = 2.976 eV
Kohn-Sham gap (alpha / beta) = 9.73 / 7.75 eV
Highest occupied orbital energy (alpha / beta) = -15.41 / -15.79 eV
E_LUMO (alpha / beta) = -5.7 / -8.0 eV
Net charge = +1

Bonds (Å) are listed after each position.
Element x y z (Å)
1 H 0.28 0.80 2.30  C6 1.089
2 H -1.10 -0.14 1.68  C6 1.094
3 C -1.19 -1.01 -0.80  H7 1.093, H8 1.084, N11 1.269
4 H -0.85 1.48 1.06  C6 1.123
5 C 1.24 1.08 -0.48  H9 1.089, C10 1.343, H12 1.085
6 C -0.30 0.57 1.41  H1 1.089, H2 1.094, H4 1.123, C10 1.525
7 H -1.99 -0.46 -0.30  C3 1.093
8 H -1.61 -1.84 -1.37  C3 1.084
9 H 2.15 1.04 -1.08  C5 1.089
10 C 0.51 0.17 0.18  C5 1.343, C6 1.525, N11 1.467
11 N 0.03 -1.06 -0.45  C3 1.269, C10 1.467
12 H 0.87 2.10 -0.59  C5 1.085

Record 8
An isolated ion of composition C4H7N2 and charge +1 in a non-equilibrium geometry. Source: the Open Molecules 2025 dataset; level of theory: ωB97M-V with the def2-TZVPD basis set.

## Properties
Relative energy (zero: lowest compared OMol25 entry of this formula, charge and spin) = 3.818 eV
Kohn-Sham gap = 11.21 eV
SMILES = C1=NC[N@@H+]2C[C@H]12
Highest occupied orbital energy = -15.46 eV
E_LUMO = -4.2 eV
Net charge = +1

Bonds (Å) are listed after each position.
Element x y z (Å)
1 H 1.91 -0.18 -0.89  C7 1.077
2 H -0.02 1.52 -0.69  N10 0.995
3 C -0.69 0.56 1.14  H4 1.171, N9 1.446, N10 1.529, H12 1.039
4 H -0.81 1.57 1.73  C3 1.171
5 H 1.53 -1.84 1.44  C8 1.102
6 H -1.15 -1.10 -0.96  C13 1.030
7 C 1.06 -0.38 -0.25  H1 1.077, C8 1.524, N10 1.507, C13 1.762
8 C 0.96 -0.94 1.16  H5 1.102, C7 1.524, N9 1.255
9 N 0.04 -0.46 1.87  C3 1.446, C8 1.255
10 N -0.05 0.64 -0.24  H2 0.995, C3 1.529, C7 1.507, C13 1.482
11 H -0.47 -0.03 -2.21  C13 1.074
12 H -1.66 0.20 1.14  C3 1.039
13 C -0.41 -0.43 -1.21  H6 1.030, C7 1.762, N10 1.482, H11 1.074